(1)
# C4H6O2

C4H6O2 as an isolated structure in a non-equilibrium geometry (the ωB97M-V functional and the def2-TZVPD basis, the Open Molecules 2025 dataset).

- E_HOMO: -8.8855 eV
- Energy above the lowest of the compared OMol25 structures with the same formula, charge and spin: 405.6 kJ/mol
- LUMO: 0.0409 Ha
- HOMO-LUMO gap: 10.0 eV

Positions of all 12 atoms, in Å:
O: 3.281 0.325 0.808
C: 2.165 0.164 0.652
C: -0.066 0.998 -0.535
C: -0.760 -0.087 -0.886
C: -1.470 0.063 0.436
O: -0.598 1.205 0.719
H: 1.081 -1.764 0.190
H: 0.652 1.687 -0.966
H: 0.467 -1.594 -0.204
H: -0.869 -0.698 -1.767
H: -1.381 -0.705 1.211
H: -2.502 0.407 0.342


(2)
# C5H10O

C5H10O as an isolated structure (the ωB97M-V functional and the def2-TZVPD basis, the Open Molecules 2025 dataset).

- E_HOMO: -9.6231 eV
- Energy above the lowest of the compared OMol25 structures with the same formula, charge and spin: 135.6 kJ/mol
- LUMO: 0.0415 Ha
- HOMO-LUMO gap: 10.8 eV

Positions of all 16 atoms, in Å:
C: -1.474 0.709 0.018
C: -0.502 -0.243 0.705
C: -0.382 -1.631 0.069
O: 0.723 -1.241 -0.737
C: 0.960 -0.139 0.242
C: 1.462 1.030 -0.565
H: -1.391 1.747 0.370
H: -2.500 0.378 0.207
H: -1.309 0.707 -1.065
H: -0.674 -0.300 1.785
H: -1.252 -2.035 -0.456
H: -0.008 -2.343 0.811
H: 1.640 -0.458 1.055
H: 2.552 1.110 -0.536
H: 1.004 2.000 -0.345
H: 1.151 0.710 -1.558


(3)
# C4H5ClS

A single C4H5ClS molecule in a non-equilibrium geometry (the ωB97M-V functional and the def2-TZVPD basis, the Open Molecules 2025 dataset).

- E_HOMO: -8.2955 eV
- Energy above the lowest of the compared OMol25 structures with the same formula, charge and spin: 135.0 kJ/mol
- LUMO: 0.0352 Ha
- Structure (SMILES): C=CS/C=C\Cl
- HOMO-LUMO gap: 9.3 eV

Positions of all 11 atoms, in Å:
C: 1.890 1.782 -0.413
C: 1.243 0.629 -0.428
S: -0.494 0.363 -0.662
C: -0.924 -0.910 0.410
C: -2.128 -1.448 0.474
Cl: -3.335 -0.938 -0.612
H: 1.489 2.781 -0.186
H: 2.981 1.625 -0.511
H: 1.719 -0.340 -0.300
H: -0.097 -1.303 1.097
H: -2.344 -2.240 1.130


(4)
# CH5N2P

CH5N2P as an isolated structure in a non-equilibrium geometry (the ωB97M-V functional and the def2-TZVPD basis, the Open Molecules 2025 dataset).

- E_HOMO (spin up / spin down): -9.7133 / -7.4282 eV
- Energy above the lowest of the compared OMol25 structures with the same formula, charge and spin: 367.9 kJ/mol
- LUMO (spin up / spin down): -0.0091 / -0.0039 Ha
- HOMO-LUMO gap (spin up / spin down): 9.5 / 7.3 eV

Positions of all 9 atoms, in Å:
C: -1.199 0.321 0.241
N: 3.032 -0.624 0.351
N: 0.219 -0.013 -0.180
P: 1.558 0.913 -0.478
H: -1.325 1.262 0.605
H: -1.822 0.315 -0.594
H: -1.563 -0.289 1.053
H: 3.865 -0.049 0.246
H: 0.523 -0.872 0.296


(5)
# C21H19N4O5SV

C21H19N4O5SV as an isolated structure (the ωB97M-V functional and the def2-TZVPD basis, the Open Molecules 2025 dataset).

- E_HOMO (spin up / spin down): -11.2695 / -11.2796 eV
- LUMO (spin up / spin down): -0.1898 / -0.1815 Ha
- <S²>: 0.765
- Total charge: +1
- Spin multiplicity: 2
- HOMO-LUMO gap (spin up / spin down): 6.1 / 6.3 eV

Positions of all 51 atoms, in Å:
V: 0.270 -0.205 -0.521
O: 0.239 -1.694 2.874
C: -0.120 -1.699 1.743
O: 0.734 -1.435 0.701
C: -1.520 -2.069 1.259
C: -1.367 -2.843 -0.063
C: -2.650 -3.562 -0.444
C: -3.553 -2.389 -0.887
C: -2.641 -1.191 -0.691
O: -1.307 -1.723 -1.012
C: -2.433 -0.858 0.795
C: -1.721 0.483 0.950
O: -1.604 1.077 1.974
O: -1.124 0.891 -0.223
H: -2.006 -2.637 2.047
H: -0.455 -3.424 -0.149
H: -3.048 -4.119 0.401
H: -2.472 -4.260 -1.258
H: -4.462 -2.293 -0.296
H: -3.838 -2.479 -1.933
H: -2.843 -0.336 -1.325
H: -3.350 -0.826 1.377
S: 0.680 -0.521 -2.658
C: 2.111 0.520 -2.775
N: 2.505 0.818 -3.990
N: 3.517 1.521 -4.336
C: 4.655 1.990 -3.605
C: 5.121 3.260 -3.906
C: 6.282 3.719 -3.303
C: 6.976 2.900 -2.425
C: 6.514 1.617 -2.154
C: 5.349 1.157 -2.740
N: 2.680 0.995 -1.649
N: 2.029 0.798 -0.577
C: 2.685 1.171 0.631
C: 4.065 1.102 0.764
C: 4.641 1.435 1.976
C: 3.846 1.821 3.049
C: 2.466 1.882 2.909
C: 1.882 1.556 1.698
H: 3.524 1.711 -5.329
H: 4.574 3.887 -4.600
H: 6.645 4.713 -3.523
H: 7.886 3.255 -1.960
H: 7.072 0.968 -1.493
H: 4.996 0.151 -2.554
H: 4.669 0.783 -0.075
H: 5.715 1.380 2.092
H: 4.303 2.070 3.997
H: 1.844 2.185 3.740
H: 0.806 1.639 1.582


(6)
# C3H2BrClN2O2

A single C3H2BrClN2O2 molecule in a non-equilibrium geometry (the ωB97M-V functional and the def2-TZVPD basis, the Open Molecules 2025 dataset).

- E_HOMO: -10.1858 eV
- Energy above the lowest of the compared OMol25 structures with the same formula, charge and spin: 70.5 kJ/mol
- LUMO: -0.0062 Ha
- Structure (SMILES): O=C1NC(=O)N(Cl)[C@H]1Br
- HOMO-LUMO gap: 10.0 eV

Positions of all 11 atoms, in Å:
O: 0.163 -1.518 -1.169
C: -0.321 -0.668 -0.453
N: -0.649 0.560 -0.881
C: -0.623 1.523 0.129
O: -0.328 2.647 -0.094
N: -1.030 0.903 1.373
Cl: -0.601 1.652 2.825
C: -0.506 -0.828 1.075
Br: -1.749 -2.153 1.747
H: -0.246 0.722 -1.805
H: 0.406 -0.801 1.551


(7)
# C3H4O2

A single C3H4O2 molecule in a non-equilibrium geometry (the ωB97M-V functional and the def2-TZVPD basis, the Open Molecules 2025 dataset).

- E_HOMO: -10.0611 eV
- Energy above the lowest of the compared OMol25 structures with the same formula, charge and spin: 202.2 kJ/mol
- LUMO: 0.0118 Ha
- Structure (SMILES): O=CCC=O
- HOMO-LUMO gap: 10.4 eV

Positions of all 9 atoms, in Å:
O: 1.670 0.382 -0.760
C: 1.320 -0.538 -0.032
C: -0.069 -0.771 0.371
C: -0.883 0.615 0.411
O: -2.067 0.476 -0.069
H: 2.023 -1.395 0.157
H: -0.585 -1.404 -0.345
H: -0.097 -1.493 1.375
H: -0.375 1.596 0.950


(8)
# C27H75N9O12

A 9-piece molecular cluster, C27H75N9O12 overall in a non-equilibrium geometry (the ωB97M-V functional and the def2-TZVPD basis, the Open Molecules 2025 dataset).

- E_HOMO (spin up / spin down): -1.1764 / -4.5320 eV
- LUMO (spin up / spin down): 0.0703 / 0.0703 Ha
- <S²>: 0.754
- Total charge: -1
- Spin multiplicity: 2
- HOMO-LUMO gap (spin up / spin down): 3.1 / 6.4 eV

Positions of all 123 atoms, in Å:
C: 1.869 0.354 3.485
N: 1.074 1.183 4.503
O: 0.054 0.734 5.044
O: 1.504 2.299 4.742
H: 1.400 -0.625 3.384
H: 2.822 0.233 4.001
H: 1.941 0.805 2.495
C: -1.317 0.534 -0.062
N: -0.265 -0.351 0.539
O: 0.769 -0.520 -0.112
O: -0.431 -0.864 1.616
H: -1.890 -0.118 -0.721
H: -0.888 1.396 -0.573
H: -2.057 0.909 0.645
C: -3.929 -1.116 -5.202
N: -3.081 -0.119 -4.523
O: -3.132 1.089 -4.895
O: -2.432 -0.534 -3.545
H: -3.720 -2.102 -4.785
H: -3.530 -1.108 -6.216
H: -5.005 -0.944 -5.220
C: -1.682 -4.883 4.577
C: -0.508 -3.912 4.506
C: -0.681 -2.456 4.997
O: -1.359 -2.478 6.216
C: -1.085 -1.298 7.016
N: 0.570 -4.400 5.297
H: -2.485 -4.575 3.907
H: -2.058 -4.923 5.599
H: -1.373 -5.906 4.364
H: -0.161 -3.973 3.474
H: -1.169 -1.824 4.256
H: 0.319 -2.026 5.046
H: -1.316 -1.497 8.063
H: -1.659 -0.486 6.570
H: -0.043 -0.980 6.975
H: 0.298 -4.364 6.269
H: 0.663 -5.373 5.045
C: -3.864 5.080 -2.240
C: -3.456 3.611 -1.926
C: -4.471 2.538 -2.315
O: -4.136 1.212 -1.833
C: -5.264 0.528 -1.328
N: -2.209 3.282 -2.574
H: -3.116 5.777 -1.863
H: -4.833 5.317 -1.800
H: -3.904 5.380 -3.287
H: -3.212 3.528 -0.866
H: -4.712 2.612 -3.376
H: -5.406 2.771 -1.805
H: -4.979 -0.513 -1.174
H: -5.971 0.631 -2.151
H: -5.663 0.938 -0.400
H: -2.089 2.282 -2.507
H: -2.192 3.406 -3.577
C: -1.439 -8.090 2.271
C: -1.783 -7.269 0.952
C: -1.621 -5.768 1.184
O: -1.944 -4.970 -0.013
C: -2.005 -3.575 0.168
N: -0.866 -7.647 -0.103
H: -2.245 -7.958 2.994
H: -0.451 -7.824 2.645
H: -1.437 -9.159 2.057
H: -2.818 -7.310 0.614
H: -0.592 -5.501 1.423
H: -2.133 -5.387 2.068
H: -1.194 -3.269 0.829
H: -2.931 -3.325 0.685
H: -1.923 -2.992 -0.749
H: -1.324 -8.472 -0.464
H: -0.799 -7.004 -0.878
C: 1.029 5.467 0.680
C: -0.183 4.659 0.177
C: -1.163 4.216 1.287
O: -0.661 3.134 2.093
C: -1.601 2.600 2.887
N: -0.856 5.474 -0.819
H: 0.718 6.464 0.989
H: 1.873 5.498 -0.009
H: 1.364 4.957 1.584
H: 0.199 3.787 -0.353
H: -2.059 3.862 0.776
H: -1.419 5.089 1.888
H: -1.434 1.534 3.039
H: -2.642 2.615 2.566
H: -1.657 3.080 3.864
H: -1.339 4.814 -1.412
H: -0.086 5.819 -1.373
C: 1.608 2.571 -2.468
C: 1.946 1.337 -3.290
C: 1.238 1.349 -4.617
O: 1.545 0.171 -5.388
C: 1.385 0.351 -6.798
N: 3.363 1.269 -3.615
H: 0.538 2.544 -2.261
H: 1.782 3.453 -3.083
H: 2.093 2.663 -1.496
H: 1.669 0.398 -2.811
H: 1.631 2.257 -5.074
H: 0.157 1.379 -4.482
H: 0.475 0.834 -7.154
H: 1.367 -0.595 -7.338
H: 2.193 0.986 -7.161
H: 3.462 0.416 -4.147
H: 3.925 1.152 -2.784
C: 8.080 0.360 -1.744
C: 7.344 1.545 -1.185
C: 6.054 1.250 -0.346
O: 4.959 0.627 -1.047
C: 3.897 0.255 -0.169
N: 8.162 2.252 -0.223
H: 7.391 -0.313 -2.253
H: 8.496 -0.382 -1.061
H: 8.971 0.660 -2.296
H: 7.271 2.298 -1.970
H: 5.766 2.250 -0.021
H: 6.169 0.676 0.573
H: 3.071 -0.229 -0.690
H: 3.397 1.102 0.300
H: 4.209 -0.513 0.538
H: 8.110 1.782 0.669
H: 9.148 2.138 -0.411


(9)
# CHCl2OPS

A 2-piece molecular cluster, CHCl2OPS overall in a non-equilibrium geometry (the ωB97M-V functional and the def2-TZVPD basis, the Open Molecules 2025 dataset).

- E_HOMO: -9.3234 eV
- Energy above the lowest of the compared OMol25 structures with the same formula, charge and spin: 236.5 kJ/mol
- LUMO: -0.0552 Ha
- HOMO-LUMO gap: 7.8 eV

Positions of all 7 atoms, in Å:
C: -0.397 -0.320 -1.375
O: -2.281 -1.956 -0.493
P: -2.144 -0.609 -1.054
S: 0.508 0.291 -2.493
Cl: -2.668 0.954 0.136
Cl: -2.954 -0.208 -2.802
H: -0.050 -1.329 -0.035


(10)
# C28H30N2O5S

A single C28H30N2O5S molecule in a non-equilibrium geometry (the ωB97M-V functional and the def2-TZVPD basis, the Open Molecules 2025 dataset).

- E_HOMO: -9.0162 eV
- LUMO: -0.0051 Ha
- Structure (SMILES): Cc1cccc(C(C)C)c1NC(=O)COC(=O)c1cccc(S(=O)(=O)N2CCc3ccccc3C2)c1
- HOMO-LUMO gap: 8.9 eV

Positions of all 66 atoms, in Å:
C: 1.746 1.765 -2.877
C: 2.316 1.865 -1.493
C: 2.666 3.096 -0.963
C: 3.211 3.186 0.304
C: 3.391 2.046 1.062
C: 3.027 0.793 0.580
C: 3.187 -0.427 1.456
C: 4.669 -0.784 1.593
C: 2.557 -0.217 2.836
C: 2.510 0.718 -0.714
N: 2.093 -0.519 -1.268
C: 2.857 -1.597 -1.547
O: 4.041 -1.708 -1.340
C: 2.048 -2.746 -2.182
O: 0.663 -2.438 -2.230
C: -0.164 -3.063 -1.374
O: 0.141 -4.022 -0.716
C: -1.481 -2.376 -1.302
C: -2.556 -3.005 -0.678
C: -3.765 -2.347 -0.540
C: -3.895 -1.033 -0.964
C: -2.811 -0.400 -1.541
S: -2.854 1.351 -1.969
O: -4.177 1.669 -2.409
O: -1.738 1.614 -2.832
N: -2.589 2.214 -0.574
C: -1.237 2.314 -0.081
C: -0.782 1.053 0.658
C: -1.898 0.370 1.404
C: -1.614 -0.768 2.151
C: -2.607 -1.433 2.842
C: -3.910 -0.963 2.796
C: -4.208 0.155 2.042
C: -3.214 0.821 1.334
C: -3.559 2.009 0.474
C: -1.625 -1.067 -1.751
H: 2.198 0.941 -3.427
H: 0.663 1.614 -2.857
H: 1.933 2.685 -3.424
H: 2.522 3.988 -1.555
H: 3.497 4.149 0.702
H: 3.815 2.131 2.050
H: 2.677 -1.271 0.983
H: 5.083 -1.017 0.616
H: 5.225 0.046 2.023
H: 4.786 -1.653 2.236
H: 3.111 0.517 3.415
H: 2.563 -1.154 3.388
H: 1.526 0.123 2.747
H: 1.184 -0.501 -1.711
H: 2.400 -2.907 -3.204
H: 2.215 -3.658 -1.598
H: -2.425 -4.014 -0.317
H: -4.604 -2.850 -0.085
H: -4.827 -0.500 -0.862
H: -0.595 2.518 -0.937
H: -1.203 3.178 0.590
H: 0.020 1.317 1.353
H: -0.360 0.336 -0.050
H: -0.597 -1.132 2.187
H: -2.367 -2.314 3.417
H: -4.691 -1.472 3.341
H: -5.223 0.521 1.990
H: -4.529 1.883 -0.008
H: -3.601 2.920 1.085
H: -0.838 -0.549 -2.275


(11)
# C5H14NO

An isolated ion of composition C5H14NO and charge +1 (the ωB97M-V functional and the def2-TZVPD basis, the Open Molecules 2025 dataset).

- E_HOMO: -15.1871 eV
- Energy above the lowest of the compared OMol25 structures with the same formula, charge and spin: 70.8 kJ/mol
- LUMO: -0.1229 Ha
- Structure (SMILES): CCC[C@H]([NH3+])CO
- Total charge: +1
- HOMO-LUMO gap: 11.8 eV

Positions of all 21 atoms, in Å:
C: 2.080 -0.677 -1.254
C: 2.016 0.068 0.086
C: 0.687 -0.064 0.853
C: -0.596 0.053 0.028
N: -1.031 1.515 -0.055
C: -1.769 -0.699 0.587
O: -2.873 -0.362 -0.246
H: 1.336 -0.298 -1.950
H: 1.903 -1.734 -1.087
H: 3.078 -0.565 -1.661
H: 2.791 -0.293 0.749
H: 2.189 1.134 -0.073
H: 0.619 -1.000 1.408
H: 0.596 0.721 1.616
H: -0.461 -0.221 -1.023
H: -0.302 2.084 -0.490
H: -1.904 1.556 -0.588
H: -1.215 1.891 0.877
H: -1.964 -0.437 1.628
H: -1.553 -1.769 0.571
H: -3.629 -0.904 0.024


(12)
# C4H7NO2

A single C4H7NO2 molecule in a non-equilibrium geometry (the ωB97M-V functional and the def2-TZVPD basis, the Open Molecules 2025 dataset).

- E_HOMO (spin up / spin down): -8.2326 / -7.9558 eV
- Energy above the lowest of the compared OMol25 structures with the same formula, charge and spin: 690.7 kJ/mol
- LUMO (spin up / spin down): 0.0140 / 0.0214 Ha
- HOMO-LUMO gap (spin up / spin down): 8.6 / 8.5 eV

Positions of all 14 atoms, in Å:
C: 0.166 1.666 0.642
C: -0.168 0.334 0.313
N: -0.067 -0.768 1.159
O: 0.367 -0.280 2.376
C: -0.273 -0.031 -1.148
C: 0.391 -1.225 -1.672
O: -1.015 -1.186 -1.476
H: 0.419 1.946 1.655
H: 0.005 2.442 -0.097
H: -1.225 0.401 0.769
H: 0.181 -1.013 2.980
H: -0.431 0.823 -1.808
H: 0.713 -1.244 -2.713
H: 0.935 -1.865 -0.979


Number 1: energy -306.3518 hartree. Number 2: energy -271.7010 hartree. Number 3: energy -1013.7283 hartree. Number 4: energy -491.8072 hartree. Number 5: energy -2748.8464 hartree. Number 6: energy -3409.6688 hartree. Number 7: energy -267.1158 hartree. Number 8: energy -2468.9384 hartree. Number 9: energy -1773.8315 hartree. Number 10: energy -1968.9319 hartree. Number 11: energy -328.6593 hartree. Number 12: energy -361.6178 hartree.